42
Properties=species:S:1:pos:R:3 method="wB97M-V/def2-TZVPD" lumo_ev="-6.936 / -9.465" total_charge=+2 energy_ha=-5167.30928 multiplicity=6 e_homo_ev="-14.68 / -15.80" homo_lumo_gap_ha="0.2847 / 0.2328"
Ir 0.0205 0.1937 0.4350
Cl 0.8819 -0.8360 -4.5579
C 1.1651 0.6249 -3.7552
C 1.4899 1.7688 -4.4631
C 1.7421 2.9745 -3.8262
Cl 2.0946 4.3459 -4.7496
C 1.7013 3.0690 -2.3893
C 2.0041 4.2307 -1.6578
C 1.9510 4.2012 -0.2836
C 1.5817 3.0160 0.3546
N 1.2875 1.9208 -0.3257
C 1.3450 1.9232 -1.6708
C 1.0386 0.6611 -2.3253
O 0.6930 -0.3430 -1.6464
H 1.5505 1.7125 -5.5419
H 2.2842 5.1333 -2.1840
H 2.1857 5.0771 0.3036
H 1.5403 2.9549 1.4350
C 0.5288 -3.5677 0.0933
N -0.0704 -3.2592 1.3856
C -1.0643 -3.9646 2.0010
C -1.3314 -3.3426 3.1823
N -0.4924 -2.2714 3.2802
C -0.4675 -1.3015 4.3672
C 0.2613 -2.2113 2.1659
Se 1.6679 -0.9892 1.8386
H 0.0390 -4.4423 -0.3236
H 1.5900 -3.7836 0.2086
H 0.4075 -2.7297 -0.5925
H -1.4975 -4.8543 1.5779
H -2.0424 -3.6008 3.9479
H -1.0190 -1.6994 5.2136
H -0.9385 -0.3766 4.0452
H 0.5597 -1.1049 4.6682
F -3.3088 0.0160 -1.8225
C -3.1151 -0.5001 -0.6301
F -4.1423 -1.2169 -0.2543
F -2.0356 -1.3426 -0.7220
S -2.6692 0.8266 0.6248
O -3.8453 1.4416 1.0918
O -1.6757 1.6307 -0.1132
O -1.8958 0.0153 1.6146